(1)
# C5H14NO2

A gas-phase ion, C5H14NO2 (charge +1) at a distorted geometry (ωB97M-V with the def2-TZVPD basis set, OMol25).

Results
DFT total energy	-10989.0314	eV
Kohn-Sham gap	11.367	eV
energy above the lowest of the compared OMol25 structures with the same formula, charge and spin	267.5	kJ/mol
LUMO level	-0.1106	Eh
SMILES	[NH3+][C@@H](CO)CCCO

ORCA input file:
```
! wB97M-V def2-TZVPD RIJCOSX def2/J DEFGRID3
* xyz 1 1
C -0.93 0.05 2.18
O -1.63 1.29 2.48
C -0.27 0.32 0.73
C 0.67 -0.82 0.40
C 1.17 -1.08 -1.13
C 1.43 0.26 -1.67
O 0.31 0.61 -2.51
N -1.41 0.41 -0.32
H -1.84 -0.57 2.13
H -0.26 -0.26 2.94
H -1.20 1.60 3.37
H 0.24 1.25 0.73
H 0.23 -1.79 0.82
H 1.72 -0.64 0.87
H 2.15 -1.51 -0.97
H 0.57 -1.79 -1.75
H 2.27 0.15 -2.39
H 1.46 1.09 -1.03
H 0.45 0.25 -3.45
H -1.04 0.75 -1.21
H -2.09 0.93 0.19
H -2.00 -0.48 -0.41
*
```



(2)
# C5H14NO2

2 unconnected molecules or ions with the total composition C5H14NO2 at a distorted geometry (ωB97M-V with the def2-TZVPD basis set, OMol25).

Results
DFT total energy	-10989.8567	eV
Kohn-Sham gap	10.211	eV
energy above the lowest of the compared OMol25 structures with the same formula, charge and spin	187.9	kJ/mol
LUMO level	-0.1139	Eh

ORCA input file:
```
! wB97M-V def2-TZVPD RIJCOSX def2/J DEFGRID3
* xyz 1 1
C -1.56 -1.85 0.21
O -1.33 -1.09 1.46
C -0.94 -0.96 -0.82
C -1.76 0.34 -1.02
C -1.05 1.55 -0.49
C -0.83 2.66 -1.15
N -0.63 1.37 0.94
H -1.13 -2.85 0.26
H -2.64 -1.95 0.19
H -1.39 -1.68 2.22
H -0.91 -1.42 -1.82
H 0.11 -0.76 -0.64
H -1.95 0.54 -2.08
H -2.80 0.20 -0.70
H -1.14 2.72 -2.18
H -0.30 3.53 -0.76
H 0.40 1.35 0.98
H -0.89 0.40 1.24
H -1.00 2.07 1.57
H 7.01 -1.98 1.29
H 7.42 -0.64 0.82
O 7.30 -1.54 0.48
*
```



(3)
# C5H14NO3

2 unconnected molecules or ions with the total composition C5H14NO3 at a distorted geometry (ωB97M-V with the def2-TZVPD basis set, OMol25).

Results
DFT total energy	-13038.0799	eV
Kohn-Sham gap	12.843	eV
energy above the lowest of the compared OMol25 structures with the same formula, charge and spin	105.6	kJ/mol
LUMO level	-0.1012	Eh

ORCA input file:
```
! wB97M-V def2-TZVPD RIJCOSX def2/J DEFGRID3
* xyz 1 1
C 0.23 1.79 -1.29
C 1.29 -0.97 0.88
C -0.36 -1.14 -0.98
C 1.16 0.71 -0.68
C -2.17 0.03 1.95
N 0.34 -0.30 0.02
O -3.19 0.17 2.78
O -2.04 -1.25 1.66
O -1.53 0.90 1.42
H -0.19 2.09 -0.30
H 0.75 2.69 -1.54
H -0.46 1.53 -2.10
H 2.05 -0.46 1.38
H 0.76 -1.62 1.57
H 1.78 -1.69 0.26
H -0.98 -1.77 -0.47
H -1.02 -0.47 -1.49
H 0.17 -1.68 -1.68
H 1.79 1.23 0.12
H 1.79 0.17 -1.43
H -3.14 0.93 3.35
H -2.53 -1.87 2.18
H -0.38 0.13 0.60
*
```



(4)
# C5H14NO4

3 unconnected molecules or ions with the total composition C5H14NO4 at a distorted geometry (ωB97M-V with the def2-TZVPD basis set, OMol25).

Results
DFT total energy	-15093.5691	eV
Kohn-Sham gap	8.892	eV
energy above the lowest of the compared OMol25 structures with the same formula, charge and spin	130.3	kJ/mol
LUMO level	0.1362	Eh

ORCA input file:
```
! wB97M-V def2-TZVPD RIJCOSX def2/J DEFGRID3
* xyz -1 1
O 1.19 -0.05 1.07
C 0.50 1.00 1.25
O -0.25 1.17 2.23
C 0.62 1.97 0.06
C 0.08 1.43 -1.26
C -1.22 0.57 -1.19
C -0.51 -1.82 -0.92
N -1.07 -0.76 -1.78
H 1.62 2.38 -0.20
H 0.08 2.92 0.14
H 0.77 0.75 -1.84
H -0.08 2.27 -1.95
H -1.99 0.95 -1.84
H -1.64 0.52 -0.19
H -1.30 -2.52 -0.65
H 0.20 -2.56 -1.29
H 0.01 -1.38 -0.08
H -1.96 -1.11 -2.06
H -0.94 -1.36 3.38
H -0.90 0.21 3.46
O -1.32 -0.60 3.82
H 2.66 -0.53 -0.07
H 2.43 -2.04 0.16
O 3.02 -1.40 -0.24
*
```



(5)
# C5H14NOPS

2 unconnected molecules or ions with the total composition C5H14NOPS at a distorted geometry (ωB97M-V with the def2-TZVPD basis set, OMol25).

Results
DFT total energy	-29072.5417	eV
Kohn-Sham gap	8.658	eV
energy above the lowest of the compared OMol25 structures with the same formula, charge and spin	160.3	kJ/mol
LUMO level	-0.0107	Eh
SMILES	CN(C)[P@@H](C)=O.CC=S

ORCA input file:
```
! wB97M-V def2-TZVPD RIJCOSX def2/J DEFGRID3
* xyz 0 1
C 2.61 2.92 1.98
C -0.98 -2.43 0.25
C 0.09 -0.27 0.09
C -1.20 -0.78 -2.91
C 1.59 1.92 2.40
N -1.15 -0.99 -0.04
O -3.35 -1.42 -1.25
P -2.11 -0.66 -1.29
S 1.81 0.47 2.95
H 2.56 3.70 2.62
H 3.63 2.43 1.93
H 2.40 3.22 0.94
H -1.15 -2.58 1.29
H -1.70 -3.09 -0.29
H 0.03 -2.85 -0.09
H 0.09 0.77 -0.18
H 0.47 -0.41 1.14
H 0.81 -0.62 -0.61
H -1.77 -0.34 -3.79
H -0.21 -0.28 -2.67
H -1.08 -1.82 -3.25
H 0.61 2.27 2.00
H -2.00 0.84 -1.23
*
```



(6)
# C5H14NOS

A gas-phase ion, C5H14NOS (charge +1) at a distorted geometry (ωB97M-V with the def2-TZVPD basis set, OMol25).

Results
DFT total energy	-19775.7832	eV
Kohn-Sham gap	8.538	eV
energy above the lowest of the compared OMol25 structures with the same formula, charge and spin	243.1	kJ/mol
LUMO level	-0.1237	Eh
SMILES	CSCC[C@H]([NH3+])CO

ORCA input file:
```
! wB97M-V def2-TZVPD RIJCOSX def2/J DEFGRID3
* xyz 1 1
C -1.23 0.45 2.30
O -2.44 1.18 2.29
C -0.99 -0.20 0.81
C 0.49 0.09 0.29
C 1.00 -1.13 -0.63
S 1.06 -0.78 -2.39
C 2.72 -0.29 -2.80
N -1.87 0.57 -0.23
H -0.54 1.18 2.84
H -1.01 -0.42 2.92
H -3.08 0.82 3.06
H -1.31 -1.23 0.90
H 1.15 0.06 1.16
H 0.74 1.08 -0.12
H 1.80 -1.77 -0.15
H 0.23 -1.95 -0.57
H 2.66 0.73 -3.06
H 3.42 -0.82 -3.52
H 3.43 -0.23 -1.85
H -2.88 0.38 -0.06
H -1.51 0.59 -1.14
H -1.84 1.68 -0.04
*
```



(7)
# C5H14NS

2 unconnected molecules or ions with the total composition C5H14NS at a distorted geometry (ωB97M-V with the def2-TZVPD basis set, OMol25).

Results
DFT total energy	-17727.0347	eV
Kohn-Sham gap	7.718	eV
energy above the lowest of the compared OMol25 structures with the same formula, charge and spin	409.6	kJ/mol
LUMO level	-0.1317	Eh

ORCA input file:
```
! wB97M-V def2-TZVPD RIJCOSX def2/J DEFGRID3
* xyz 1 1
C -0.92 -1.76 -0.58
C -1.56 -0.31 1.41
C -0.99 1.93 -0.19
C 1.79 -0.39 -0.34
C -1.11 -0.45 -0.01
N -0.69 0.61 -0.64
S 3.02 0.71 0.15
H -1.52 -1.78 -1.51
H -1.15 -2.55 0.16
H 0.16 -1.85 -1.00
H -2.62 -0.28 1.38
H -1.13 0.47 2.04
H -1.30 -1.23 2.00
H -1.75 1.81 0.57
H -0.07 2.34 0.27
H -1.31 2.65 -0.99
H 1.48 -1.09 0.48
H 2.12 -0.79 -1.28
H -0.04 0.56 -1.53
H 4.10 0.03 0.53
H 3.50 1.38 -0.92
*
```



(8)
# C5H14NS2

2 unconnected molecules or ions with the total composition C5H14NS2 at a distorted geometry (ωB97M-V with the def2-TZVPD basis set, OMol25).

Results
DFT total energy	-28561.1457	eV
Kohn-Sham gap (spin up / spin down)	7.047 / 3.915	eV
energy above the lowest of the compared OMol25 structures with the same formula, charge and spin	548.6	kJ/mol
LUMO level (spin up / spin down)	-0.1427 / -0.2724	Eh

ORCA input file:
```
! wB97M-V def2-TZVPD RIJCOSX def2/J DEFGRID3
* xyz 1 1
C -3.21 -1.26 0.10
C -2.04 1.40 0.67
C -1.49 0.44 -1.51
C 6.85 -0.10 0.39
C -1.71 -0.92 0.43
N -1.21 0.46 -0.04
S 5.36 -1.00 -0.05
S 0.50 0.61 0.30
H -3.88 -0.72 0.73
H -3.45 -0.88 -0.95
H -3.30 -2.28 0.21
H -1.46 2.37 0.51
H -3.02 1.34 0.28
H -1.91 1.14 1.80
H -0.89 -0.40 -1.93
H -2.55 0.18 -1.69
H -1.21 1.38 -2.09
H 7.53 0.06 -0.47
H 7.35 -0.32 1.40
H 6.41 1.02 0.58
H -1.02 -1.59 -0.18
H -1.64 -0.93 1.51
*
```



(9)
# C5H14NSi

A gas-phase ion, C5H14NSi (charge +1) at a distorted geometry (ωB97M-V with the def2-TZVPD basis set, OMol25).

Results
DFT total energy	-14772.6749	eV
Kohn-Sham gap	10.902	eV
energy above the lowest of the compared OMol25 structures with the same formula, charge and spin	163.2	kJ/mol
LUMO level	-0.1125	Eh
SMILES	C[Si]1(C)CC[NH2+]C1

ORCA input file:
```
! wB97M-V def2-TZVPD RIJCOSX def2/J DEFGRID3
* xyz 1 1
C 0.36 -1.14 -1.59
C 1.34 -0.48 -0.60
C -1.45 -0.57 0.10
C 0.24 0.45 2.43
C -0.01 2.44 -0.20
N -0.78 -1.65 -0.85
Si 0.25 0.78 0.59
H 0.06 -0.43 -2.26
H 0.78 -1.97 -2.24
H 1.86 -1.20 -0.03
H 2.12 0.07 -1.19
H -2.29 -0.19 -0.57
H -1.82 -1.09 1.07
H 1.15 -0.12 2.64
H 0.48 1.43 2.89
H -0.63 -0.03 2.83
H 0.96 2.80 -0.22
H -0.21 2.39 -1.26
H -0.66 3.07 0.35
H -1.37 -2.14 -1.58
H -0.36 -2.40 -0.30
*
```



(10)
# C5H14NSi

A molecular structure, C5H14NSi at a distorted geometry (ωB97M-V with the def2-TZVPD basis set, OMol25).

Results
DFT total energy	-14772.3750	eV
Kohn-Sham gap	10.906	eV
energy above the lowest of the compared OMol25 structures with the same formula, charge and spin	192.2	kJ/mol
LUMO level	-0.1190	Eh

ORCA input file:
```
! wB97M-V def2-TZVPD RIJCOSX def2/J DEFGRID3
* xyz 1 1
C -0.96 1.43 -0.11
C -1.06 -0.03 -0.76
C 1.89 0.41 -1.18
C -2.11 -0.96 -0.11
C 1.14 -1.82 1.16
N 0.15 1.51 0.92
Si 0.67 -0.33 -0.01
H -0.74 2.00 -0.98
H -1.78 1.74 0.56
H -1.16 0.06 -1.81
H 2.22 0.12 -2.13
H 1.72 1.50 -1.41
H 2.94 0.47 -0.74
H -1.64 -1.51 0.77
H -2.96 -0.39 0.05
H -2.41 -1.72 -0.82
H 0.84 -1.36 2.10
H 0.49 -2.77 0.96
H 2.29 -1.96 1.13
H 0.76 2.26 0.58
H -0.29 1.35 1.83
*
```